Here is a molecular structure, C22H44N3OP3STi from the Open Molecules 2025 dataset. Energies are from the ωB97M-V functional and the def2-TZVPD basis.

Output
LUMO (alpha / beta) ... -10.28 / -10.28 eV
Multiplicity ... 2
Kohn-Sham gap (alpha / beta) ... 4.68 / 6.29 eV
Net charge ... +3
E_HOMO (alpha / beta) ... -14.95 / -16.56 eV

```
75
Properties=species:S:1:pos:R:3:forces:R:3
Ti 0.306446 0.230892 0.179049 0.6 -0.5 0.3
P -1.338117 -1.750762 -0.742687 -1.3 -0.6 -0.1
P 2.697230 0.293179 1.435744 1.1 0.6 0.5
P 1.563826 -0.433525 -1.953955 0.4 0.1 -0.9
H -4.930223 1.730876 1.203820 0.0 -0.2 -0.3
C -4.654164 0.783274 0.707230 1.4 -0.5 0.3
C -4.893795 0.712562 -0.747592 -0.5 0.1 -0.2
H -5.848982 0.363448 -1.133395 0.3 0.1 -0.1
C -2.748647 -2.090832 0.378561 -0.1 0.3 0.4
C -0.733534 -3.484780 -0.842761 0.6 0.1 0.0
C -2.285420 -1.563427 -2.301251 0.2 0.2 -0.1
C 3.728366 1.806674 1.266336 -0.2 0.1 -0.3
C 2.614362 0.249609 3.264999 -0.6 -0.1 0.1
C 3.940200 -1.018977 1.115822 -0.1 -0.3 -0.2
C 0.620424 0.190996 -3.389875 -0.2 0.1 0.1
C 1.947614 -2.151973 -2.425204 0.1 -0.3 0.2
C 3.176040 0.375903 -2.250395 0.2 0.1 0.2
H -5.167013 -0.035205 1.241923 0.2 0.4 -0.1
H -4.183344 1.193518 -1.413698 -0.3 0.0 -0.1
H -3.525552 -1.326408 0.270854 0.2 -0.2 0.0
H -2.425829 -2.138407 1.425314 -0.2 0.0 -0.1
H -3.176311 -3.065887 0.110119 0.1 0.3 0.0
H -0.129740 -3.726692 0.043051 -0.3 0.0 -0.4
H -0.134742 -3.652765 -1.742753 -0.1 0.0 0.3
H -1.600885 -4.158954 -0.865033 0.2 0.3 -0.1
H -2.746538 -0.566762 -2.324975 0.1 -0.3 -0.1
H -3.084564 -2.317758 -2.341265 0.3 0.2 0.1
H -1.638191 -1.693185 -3.175713 -0.3 0.0 0.2
H 4.576649 1.743415 1.963364 -0.2 -0.1 -0.2
H 3.134622 2.697213 1.508846 0.2 -0.2 0.0
H 4.104023 1.911925 0.241838 -0.1 0.0 0.2
H 3.606180 0.505210 3.667278 -0.3 -0.1 -0.2
H 2.322058 -0.742299 3.631133 0.1 0.2 0.0
H 1.886578 0.991423 3.619148 0.2 -0.1 0.0
H 4.431782 -1.280726 2.063846 -0.1 0.1 -0.3
H 4.700290 -0.662956 0.408195 -0.2 -0.1 0.2
H 3.478777 -1.924586 0.702281 0.3 0.1 0.0
H 1.238968 0.059136 -4.287679 -0.2 0.0 0.2
H 0.380099 1.254767 -3.269283 0.1 -0.2 -0.1
H -0.316231 -0.362103 -3.506784 0.3 0.2 -0.1
H 2.859414 -2.160098 -3.036745 -0.3 0.0 0.1
H 1.126882 -2.591284 -3.003314 0.2 0.1 0.1
H 2.123825 -2.760854 -1.529672 0.0 0.0 -0.3
H 3.500588 0.086211 -3.260167 0.0 0.1 0.3
H 3.928659 0.044325 -1.524762 -0.1 0.1 -0.2
H 3.095409 1.468687 -2.202593 0.0 -0.3 0.0
C 0.395341 3.340914 -1.583548 -0.3 0.3 -0.5
C 1.214092 4.403218 -2.014911 0.1 -0.4 0.2
C 0.758078 5.291067 -2.985453 -0.2 -0.1 0.0
C -0.522633 5.131180 -3.529018 0.2 -0.1 0.2
C -1.357814 4.107048 -3.065745 0.1 -0.2 0.2
C -0.909323 3.215312 -2.085993 0.1 0.1 -0.2
S 1.081514 2.183267 -0.414527 -0.6 1.2 0.0
H -3.528068 0.651363 0.821334 -1.2 0.3 0.5
H 2.210176 4.501533 -1.589044 -0.1 0.1 -0.1
H 1.403278 6.104749 -3.318886 -0.2 -0.3 0.1
H -0.865760 5.809046 -4.313396 0.1 -0.2 0.3
H -2.362871 3.997970 -3.474527 0.3 0.0 0.1
H -1.542421 2.410680 -1.711181 0.0 0.2 -0.2
C -2.317626 0.395338 4.165399 -0.5 0.3 0.4
N -1.365111 -0.593417 3.624486 -0.1 -0.5 0.4
C -1.131142 -1.789957 4.279425 0.3 0.5 -0.7
C -0.275519 -2.705414 3.738361 -0.4 -0.5 1.0
C 0.354692 -2.423846 2.523430 0.4 0.3 -1.6
N 0.123095 -1.236066 1.916910 0.0 -0.4 0.1
C -0.758759 -0.374016 2.450314 -0.2 1.2 -1.0
O -0.991689 0.692317 1.730514 0.7 -1.6 0.5
N 1.117942 -3.317750 1.848306 0.3 0.5 0.9
H -2.153652 1.365743 3.685987 0.0 -0.4 0.1
H -2.150631 0.482662 5.245557 0.0 0.0 -0.3
H -3.350618 0.063032 3.984413 0.4 0.1 0.0
H -1.672222 -1.912356 5.213506 0.2 -0.1 -0.1
H -0.070854 -3.656948 4.220624 -0.2 0.2 0.1
H 1.358851 -4.188840 2.311381 0.0 0.2 -0.1
H 1.782168 -2.979868 1.149083 -0.5 -0.2 0.4
```
Positions in Å, forces in eV/Å.

---

Here is a molecular structure, C22H44O37S9 from the Open Molecules 2025 dataset. Energies are from the ωB97M-V functional and the def2-TZVPD basis.

Output
LUMO ... -0.62 eV
Kohn-Sham gap ... 9.91 eV
ΔE to the lowest compared entry with this formula, charge and spin ... 0.0 kcal/mol
E_HOMO ... -10.52 eV

```
112
Properties=species:S:1:pos:R:3:forces:R:3
C 1.604323 -3.890404 3.984460 0.8 0.0 -0.1
C 0.735559 -3.199774 2.949819 -1.7 -1.2 0.4
C -0.090954 -2.263450 3.843530 1.3 0.4 -0.9
O 0.856884 -1.805165 4.816034 -0.3 0.4 0.3
C 1.868325 -2.777156 5.018676 0.1 -0.9 0.0
H 2.497726 -4.361406 3.566203 0.1 0.3 0.0
H 1.092588 -4.716184 4.479558 -0.4 0.1 -0.1
H 0.034042 -3.927374 2.524483 0.2 0.0 -0.2
H 1.247729 -2.727203 2.115894 0.3 0.4 0.3
H -0.946866 -2.757272 4.302428 0.0 0.0 0.1
H -0.399263 -1.414460 3.237281 -0.4 0.2 0.4
H 1.811285 -3.252840 6.003282 -0.1 0.5 0.2
H 2.845546 -2.297379 4.934316 0.0 0.0 -0.2
C -2.740000 3.236029 4.730288 -1.3 0.4 0.1
C -2.358534 2.566112 3.393472 0.5 0.4 1.0
O -3.192559 1.413880 3.361815 0.1 -0.6 -0.6
S -4.657446 1.863045 3.805107 0.0 0.6 0.7
O -5.349717 0.775918 4.389341 0.2 -0.1 -0.2
O -5.261517 2.656945 2.791309 0.2 -0.2 0.0
O -4.116148 2.813120 4.973793 -0.4 0.0 -0.4
H -2.751572 4.321610 4.667696 0.2 0.0 0.0
H -2.266903 2.916351 5.654843 0.7 -0.1 -0.4
H -1.307413 2.288444 3.421226 -0.1 -0.4 -0.1
H -2.527650 3.207281 2.529562 -0.2 0.0 0.1
C 0.873901 -4.279429 -0.628091 -0.3 0.8 -0.5
C -0.281834 -4.075403 -1.603758 -0.3 -0.1 0.8
O -0.147927 -5.194344 -2.486687 -0.1 -0.4 0.0
S 0.175719 -6.492301 -1.607364 0.3 0.3 0.2
O 1.104562 -7.290916 -2.321199 -0.2 0.1 0.1
O -0.998075 -7.072976 -1.044508 0.3 0.4 -0.2
O 0.938217 -5.679262 -0.417215 -0.1 -0.6 -0.3
H 0.672573 -3.780023 0.314591 0.1 -0.1 0.1
H 1.794318 -3.904024 -1.084302 0.1 -0.2 0.1
H -0.242082 -3.136706 -2.144003 0.1 -0.2 -0.3
H -1.239411 -4.134402 -1.084522 0.0 0.0 -0.1
C 0.851939 1.698227 5.941650 -0.5 -0.2 -0.4
C 1.299784 1.359547 4.504845 0.7 -0.8 0.6
O 1.291549 2.566457 3.764647 -0.2 0.9 -0.7
S 1.024949 3.860540 4.654054 -0.1 -0.7 1.2
O 0.012847 4.684601 4.089133 0.3 -0.3 -0.2
O 2.261906 4.414187 5.089779 -0.2 -0.1 -0.3
O 0.349074 3.033900 5.864457 0.0 0.6 -0.2
H 1.640326 1.618831 6.685851 0.1 0.1 -0.1
H 0.015659 1.055737 6.209978 0.0 0.1 0.2
H 0.660043 0.626673 4.018823 -0.2 0.2 0.0
H 2.302797 0.933226 4.518858 0.0 0.2 -0.2
C -5.492077 0.111391 -1.685607 0.7 -0.1 -0.3
C -5.268668 0.320508 -3.166465 -0.5 -0.1 -0.5
O -5.966053 1.557272 -3.431749 -0.4 0.4 0.4
S -7.311131 1.592010 -2.537289 0.1 -0.1 -0.2
O -8.424538 1.164532 -3.315654 0.3 -0.2 0.1
O -7.400867 2.827538 -1.843324 0.3 -0.1 -0.1
O -6.879854 0.408802 -1.545913 -0.6 0.2 0.0
H -4.905710 0.792734 -1.070104 0.0 0.0 -0.1
H -5.290614 -0.918452 -1.398160 -0.3 0.0 0.1
H -5.798246 -0.425073 -3.767724 0.2 -0.3 0.2
H -4.246153 0.400168 -3.521394 0.1 0.2 0.3
C -1.315180 4.820500 -3.976438 0.9 -0.8 0.6
C -2.495165 4.568461 -4.904413 -0.4 0.4 -0.5
O -3.389799 3.709525 -4.203827 0.0 -1.1 0.5
S -2.605824 2.791579 -3.138205 0.3 0.7 -0.1
O -2.021585 1.648000 -3.760730 0.0 0.4 -0.3
O -3.382096 2.558586 -1.969347 0.2 0.8 -0.5
O -1.484202 3.921252 -2.857344 -0.7 -0.5 0.5
H -1.207165 5.829063 -3.587517 -0.3 0.0 0.1
H -0.362484 4.490575 -4.393320 -0.1 0.4 -0.5
H -2.153565 4.156510 -5.855489 -0.2 -0.4 0.1
H -3.117530 5.431893 -5.131610 0.3 0.2 0.1
C 3.163188 -1.385187 -3.949502 0.0 -0.2 -0.5
C 1.635626 -1.402084 -4.059530 0.1 -0.2 -0.3
O 1.332370 -2.805549 -4.091047 0.0 -0.5 -0.1
S 2.382094 -3.512294 -5.089371 -0.3 0.2 0.6
O 2.028374 -3.244469 -6.438728 0.2 0.4 0.1
O 2.595678 -4.843598 -4.669767 0.1 0.0 0.2
O 3.606729 -2.587378 -4.615294 -0.1 -0.3 -0.4
H 3.521648 -1.459556 -2.924937 -0.1 0.2 0.1
H 3.610884 -0.560269 -4.498308 0.0 0.2 0.2
H 1.262488 -0.985608 -4.995959 0.2 0.3 0.1
H 1.131327 -0.953709 -3.210700 0.0 0.0 0.0
C 5.749209 -1.260777 0.889815 0.5 -0.7 -1.2
C 4.798508 -2.250764 1.575956 0.6 0.6 0.2
O 3.748184 -1.416445 2.084734 -0.2 0.2 0.2
S 3.475365 -0.216405 1.079041 0.2 0.0 -0.3
O 3.054028 0.926258 1.809245 0.4 -0.3 0.0
O 2.673189 -0.639879 -0.024691 0.2 -0.3 0.1
O 5.005776 -0.086724 0.564553 -1.0 0.3 0.4
H 6.110191 -1.714305 -0.039369 0.0 0.2 0.0
H 6.632368 -0.978780 1.459280 -0.3 0.1 0.4
H 5.362469 -2.680698 2.399683 -0.6 -0.3 0.2
H 4.373796 -3.003985 0.918729 0.1 0.0 -0.1
C -0.894964 0.728426 -0.568362 1.4 -0.8 0.6
C -0.551378 0.295551 0.862409 0.1 1.0 -0.1
O -1.245398 -0.920611 1.044669 -0.7 -1.1 0.1
S -2.612150 -0.988566 0.203888 0.2 0.9 -0.1
O -3.739254 -0.662094 1.007283 0.5 0.0 -0.2
O -2.656802 -2.190873 -0.562155 0.4 0.4 0.1
O -2.236273 0.286889 -0.721092 -0.7 -0.3 -0.1
H -0.220857 0.220923 -1.265365 -0.3 -0.1 -0.2
H -0.737695 1.796425 -0.697377 -0.7 0.1 -0.1
H -0.893603 1.076801 1.548316 -0.2 -0.3 0.2
H 0.491552 0.086984 1.075716 0.1 0.1 -0.3
C 4.302051 1.715867 -2.508055 -0.3 0.4 -0.2
C 4.223916 3.045325 -3.292128 0.3 1.0 1.1
O 2.909170 3.135221 -3.849114 -0.4 -0.2 -0.5
S 1.888243 2.310084 -2.947671 1.0 -0.2 0.7
O 0.873894 1.708640 -3.730144 0.2 0.2 -0.1
O 1.562404 3.048995 -1.770318 0.1 -0.1 -0.4
O 2.976535 1.188082 -2.573142 -0.6 -0.5 -0.2
H 4.536179 1.855640 -1.455390 0.3 0.1 -0.1
H 4.996011 1.024306 -2.980239 -0.2 -0.2 0.1
H 4.979404 3.173971 -4.059961 -0.3 -0.3 -0.3
H 4.325735 3.888038 -2.603415 0.1 -0.1 0.0
```
Positions in Å, forces in eV/Å.